No. 1
Formula: C6H19N3
Source: the Open Molecules 2025 dataset
Level of theory: the ωB97M-V functional and the def2-TZVPD basis

Element x y z (Å)
1 C 2.41 -0.58 0.26
2 C 3.22 -1.03 1.47
3 N 1.45 0.42 0.68
4 N 0.59 0.95 -0.27
5 N 3.21 -0.08 -0.86
6 H 1.85 1.15 1.27
7 H 1.84 -1.43 -0.14
8 H -0.46 0.21 -0.07
9 H 1.08 0.93 -1.18
10 H 3.74 -0.82 -1.29
11 H 3.87 0.63 -0.54
12 H 2.56 -1.40 2.25
13 H 3.81 -0.20 1.87
14 H 3.91 -1.83 1.19
15 C -2.83 0.21 -0.35
16 C -2.69 1.70 -0.25
17 C -1.56 -0.55 0.83
18 C -2.54 -0.35 -1.71
19 H -3.75 -0.17 0.08
20 H -3.13 0.14 -2.49
21 H -3.01 2.07 0.72
22 H -3.28 2.21 -1.02
23 H -1.64 1.98 -0.40
24 H -2.04 -0.24 1.75
25 H -1.86 -1.59 0.69
26 H -0.54 -0.70 1.21
27 H -1.48 -0.19 -1.95
28 H -2.74 -1.43 -1.75

natural (NBO) population analysis, charges in e, atoms 1 to 2:
1 C 0.096
2 C -0.627

---

No. 2
Formula: C6H19N5O3Rb
Source: the Open Molecules 2025 dataset
Level of theory: the ωB97M-V functional and the def2-TZVPD basis

Element x y z (Å)
1 Rb -0.35 -0.70 -1.28
2 C 0.49 -4.40 -1.84
3 O 0.04 -3.65 -0.97
4 N 1.41 -4.01 -2.77
5 N 0.14 -5.73 -1.89
6 H 1.80 -4.67 -3.41
7 H 1.70 -3.07 -2.59
8 H 0.60 -6.32 -2.55
9 H -0.43 -6.13 -1.17
10 C -3.72 1.13 -0.45
11 O -2.65 0.64 -0.05
12 N -4.12 2.37 -0.08
13 N -4.57 0.43 -1.24
14 H -3.50 2.94 0.47
15 H -4.97 2.78 -0.40
16 H -4.24 -0.47 -1.54
17 H -5.51 0.75 -1.40
18 C 3.13 1.77 0.44
19 C 2.34 1.61 1.74
20 C 0.97 0.93 1.56
21 O 0.17 1.55 0.56
22 C -0.52 2.67 1.10
23 N 3.08 0.81 2.73
24 H 2.85 0.93 -0.21
25 H 4.22 1.82 0.44
26 H 2.71 2.60 -0.14
27 H 2.12 2.58 2.20
28 H 0.54 1.06 2.55
29 H 1.16 -0.14 1.44
30 H -1.00 3.12 0.23
31 H 0.12 3.35 1.67
32 H -1.33 2.30 1.73
33 H 4.01 1.22 2.84
34 H 3.34 -0.08 2.30

Values from the calculation:
Total charge: +1

natural (NBO) population analysis, charges in e, atoms 1 to 2:
1 Rb 0.980
2 C 0.784

---

no.,HOMO (eV),orbital gap (eV)
1,-7.99,9.1
2,-11.85,9.0